# 1
DFT (ωB97M-V/def2-TZVPD) results for 2 unconnected molecules or ions with the total composition C6H15O.

Summary:
Charge ... -1
HOMO energy ... -2.454 eV
HOMO-LUMO gap ... 6.71 eV

Each line ends with the Löwdin charge.
CARTESIAN COORDINATES (ANGSTROEM)
O -1.03291 -0.59951 0.25628  -0.372
C 0.69714 -1.14976 -1.81111  -0.356
C -1.64160 1.23773 1.70092  -0.298
C 1.59731 0.01367 -1.49526  -0.157
C -0.91052 2.41590 0.96690  -0.140
C 1.01617 -2.38109 -0.93935  -0.134
C -0.99733 -0.12837 1.58317  -0.496
H -0.33147 -0.83226 -1.64938  0.066
H -2.67967 1.18387 1.25665  0.100
H -1.67986 1.55204 2.75878  0.077
H -1.56411 -0.85523 2.19321  0.070
H 0.01139 -0.01074 2.07162  0.081
H 0.39729 -3.13637 -1.28304  0.023
H -1.47547 3.36817 0.93108  0.053
H 2.65046 -0.27722 -1.66248  0.053
H 1.40698 0.88074 -2.13779  0.054
H 0.70932 -2.17983 0.12578  0.076
H 0.78125 -1.41763 -2.84088  0.073
H 0.04002 2.54730 1.45525  0.038
H 1.51743 0.37272 -0.42005  0.082
H 2.06472 -2.70154 -1.03305  0.056
H -0.57654 2.09741 -0.02725  0.049

Atomic forces in eV per Å
0.44 0.86 1.87
-0.08 -0.06 1.09
-1.09 1.57 -0.52
0.83 0.73 0.90
0.06 -1.21 -0.14
0.39 1.94 1.03
-0.36 -0.76 -2.29
0.01 -0.23 0.29
0.85 -0.08 0.67
-0.38 -0.17 -0.02
-0.01 0.23 0.63
0.09 -0.28 -0.30
-1.17 -1.92 -0.56
0.26 -0.55 0.05
-0.13 0.15 0.08
-0.07 -0.04 0.04
0.47 -0.01 -1.07
0.35 -0.25 -1.08
0.46 0.53 0.60
-0.18 -0.62 -1.22
-0.12 0.13 0.09
-0.64 0.05 -0.15

***

# 2
DFT (ωB97M-V/def2-TZVPD) results for 2 unconnected molecules or ions with the total composition CHCl3F2Si.

Summary:
Charge ... 0
HOMO energy (spin up / spin down) ... -10.226 / -10.225 eV
HOMO-LUMO gap (spin up / spin down) ... 8.55 / 8.55 eV

Each line ends with the Löwdin charge.
CARTESIAN COORDINATES (ANGSTROEM)
Cl -2.77107 0.45533 0.84597  0.680
Cl -0.22130 1.90971 2.58835  0.025
Cl -2.14602 3.20622 0.60180  0.587
Si -0.05094 0.86043 -0.37931  0.284
F -0.65264 0.50014 -1.78544  -0.095
F 0.87096 2.05377 -0.71611  -0.075
C -1.57103 1.58150 0.60880  -1.405
H 0.28667 -0.08916 0.63948  -0.001

Atomic forces in eV per Å
-0.59 -0.80 0.46
-0.94 -0.77 -1.63
0.11 -0.36 -0.56
-2.07 1.29 1.36
-0.10 -0.85 -0.29
1.22 0.73 0.02
1.62 1.63 1.04
0.74 -0.86 -0.39

***

What energy relative to the best compared isomer or geometry (same formula, charge and spin) values result from the calculations? In sequence: 57.8 163.8 kJ/mol.